# C12H19N3O3S

The molecule C12H19N3O3S (wB97M-V/def2-TZVPD, OMol25).

Results
- E_LUMO: 0.026 Ha
- SMILES: COCCNc1ccc(S(=O)(=O)N2CCCC2)cn1
- HOMO energy: -8.477 eV
- Multiplicity: 1

The geometry in XYZ format:
```
38
Properties=species:S:1:pos:R:3:forces:R:3:lowdin_charge:R:1
H 5.779 -1.297 -0.469 0.06 0.00 0.03 0.110
H -3.783 -2.398 1.358 0.01 -0.03 0.00 0.090
N 2.765 0.083 -0.608 -0.34 1.02 0.53 -0.232
H -2.425 -2.668 0.234 0.02 -0.03 0.09 0.090
H 3.872 -2.706 -0.912 0.00 -0.04 0.03 0.108
H 4.956 -0.520 0.904 0.07 0.01 0.01 0.112
C 0.164 1.844 -0.981 -0.30 0.01 -0.05 -0.040
C -1.188 1.893 -1.209 0.24 -0.05 0.05 0.008
H -5.365 -0.287 -0.989 -0.06 0.02 0.12 0.121
H 0.026 0.599 2.151 0.09 -0.04 0.08 0.121
C 4.821 -0.946 -0.091 -0.05 -0.01 -0.13 -0.165
H 1.747 -1.722 -0.884 0.04 -0.02 0.12 0.119
H 4.555 1.101 -0.880 0.14 -0.07 -0.18 0.109
S 2.368 1.260 0.535 -0.50 -0.11 -0.32 0.669
C -3.085 -1.917 0.663 0.06 -0.01 0.10 -0.104
C -2.061 1.453 -0.190 0.46 0.08 0.18 -0.316
H -5.203 1.519 0.679 0.04 -0.07 0.09 0.120
C -4.333 0.875 0.523 -0.16 -0.46 -0.04 -0.166
O -3.776 -1.339 -0.423 0.00 0.07 -0.17 -0.188
C 0.619 1.368 0.246 0.67 -0.12 0.25 -0.273
N -1.608 1.001 0.985 -0.41 0.12 -0.12 0.114
C -4.815 -0.468 -0.060 0.01 0.24 0.10 -0.220
H 0.885 2.164 -1.716 0.00 0.06 -0.19 0.121
H 4.234 -0.206 -2.051 0.02 0.06 0.06 0.126
C 3.756 -2.043 -0.054 0.04 0.11 0.03 -0.157
O 3.000 2.480 0.124 0.00 0.00 -0.25 -0.286
H -3.819 0.723 1.472 -0.18 0.06 -0.03 0.107
C 2.431 -1.265 -0.163 -0.54 -0.63 0.11 -0.196
H -3.728 1.722 -1.293 0.12 0.01 0.08 0.142
H 3.801 -2.637 0.855 -0.01 -0.08 -0.02 0.109
H -2.487 -1.175 1.202 -0.07 -0.10 0.00 0.063
O 2.588 0.805 1.882 -0.16 -0.14 -0.02 -0.292
H 1.927 -1.195 0.803 -0.02 -0.24 -0.08 0.103
H -1.591 2.253 -2.143 -0.01 0.05 -0.10 0.111
C 4.166 0.092 -0.999 0.63 0.18 -0.05 -0.199
N -3.402 1.534 -0.357 -0.30 0.12 -0.29 0.048
H -5.491 -0.946 0.664 -0.01 0.03 -0.07 0.121
C -0.303 0.965 1.188 0.44 0.00 0.04 -0.109
```
Forces are in eV/Å.